C3H3NO3 in the gas phase, computed with ωB97M-V with the def2-TZVPD basis set.

Last column: Mulliken charge in e.
Geometry (Å):
H (-0.44, -0.36, -2.15)  0.205
N (-0.39, -0.50, -1.14)  -0.622
C (0.33, 0.05, -0.26)  0.666
C (1.59, 1.02, -0.15)  -0.032
O (1.91, 1.46, 0.92)  -0.393
O (-0.06, -0.27, 1.02)  -0.289
C (-1.38, -0.77, 0.97)  0.228
O (-1.81, -1.65, 1.64)  -0.423
H (2.19, 1.28, -1.04)  0.346
H (-1.93, -0.25, 0.19)  0.315

Properties
- strongest force on any atom (eV Å⁻¹) = 1.24
- SMILES = [H]/N=C(\C=O)OC=O
- orbital gap (eV) = 9.53
- HOMO (eV) = -10.23
- energy relative to the best compared isomer or geometry (same formula, charge and spin) (kJ/mol) = 240.5